Density functional theory data (ωB97M-V with the def2-TZVPD basis set) for 14 unconnected molecules or ions with the total composition C46H117N3O14 at a distorted geometry.

Geometry as XYZ:
```
180
Properties=species:S:1:pos:R:3:forces:R:3:mulliken_charge:R:1
C -3.28558 -6.38985 -0.86095 -0.4925 -0.2760 -0.6224 -1.59
C -2.05338 -6.83420 -0.09454 0.2337 -2.2780 0.0330 2.11
C -0.85078 -6.12525 -0.64472 -0.2275 2.0509 -0.2841 -1.90
C -0.81524 -4.69008 -0.16900 1.4243 -0.3764 0.5932 0.46
C -0.65205 -4.72740 1.35795 -0.8806 0.6393 -1.4716 -1.08
C -1.90530 -5.38679 1.97984 0.4990 0.0304 1.1484 2.43
N -2.21988 -6.70317 1.35651 2.3636 0.8557 0.5218 0.08
O -3.31644 -7.35533 1.97319 0.5990 0.6029 -0.9728 -0.46
C -1.46277 -5.64356 3.44682 -0.4793 -0.4005 0.5905 -2.04
C -3.12031 -4.41881 1.98216 -0.3470 -1.2220 1.4557 -2.03
C -1.69436 -8.31657 -0.38802 -1.5944 -1.4212 0.2184 -2.14
H -3.14986 -6.49760 -1.93708 0.2147 -0.0637 -0.1014 0.45
H -3.52570 -5.33858 -0.70200 -0.0551 -0.0840 0.1666 0.12
H -4.14724 -7.02248 -0.64782 -0.1257 0.1184 0.3405 0.35
H 0.12146 -6.57023 -0.43296 -0.2248 -0.3201 0.0153 0.41
H -1.05612 -6.07430 -1.71399 0.5439 -0.4790 -0.2185 0.58
H -1.70067 -4.13011 -0.46991 -0.0229 0.0497 0.1298 -0.63
H 0.07188 -4.21108 -0.58335 -0.0579 0.2430 -0.1935 0.60
H -0.50480 -3.67585 1.60426 -0.5835 0.0927 0.8596 0.05
H 0.27749 -5.18088 1.70204 -0.0957 -0.5293 -0.4139 0.32
H -2.11597 -6.33707 3.97640 -0.3465 0.1061 -0.1229 0.40
H -0.47624 -6.09172 3.56509 0.1115 -0.0857 -0.6400 0.41
H -1.40275 -4.73875 4.05166 -0.2418 0.3261 -0.1982 0.33
H -3.75119 -4.35772 1.09539 0.8371 0.8813 -0.4142 0.32
H -3.86716 -4.83559 2.65790 -0.1220 -0.5323 0.4088 0.66
H -2.85988 -3.55398 2.59237 0.0009 0.6896 -0.9927 0.20
H -2.56354 -8.93259 -0.15743 -0.3535 -0.0898 0.0065 0.43
H -0.93277 -8.81680 0.21018 0.3478 0.9138 0.3705 0.43
H -1.45287 -8.60398 -1.41135 -0.0259 0.7354 -0.3234 0.37
H -4.03097 -6.73700 1.80375 -0.7837 -0.0594 0.1075 0.39
C 0.18683 0.07213 -6.03300 1.3949 0.5233 1.8078 -1.97
C 1.24968 -0.95672 -5.39808 -2.4540 1.0766 -0.9975 1.52
C 1.22587 -2.04764 -6.49306 3.8911 -0.4434 1.8015 -1.04
C 2.55267 -2.88282 -6.20635 -3.0593 -1.6191 -1.2719 -0.89
C 3.82402 -2.18152 -6.08373 0.5874 -0.5552 -0.1106 -1.02
C 3.85742 -0.96122 -5.16023 0.8140 -0.7520 -0.1971 1.85
N 2.57657 -0.25608 -5.30596 -0.1097 -0.5583 -1.4334 0.28
O 2.57152 0.96642 -4.57831 -0.3379 -0.7161 0.1816 -0.31
C 4.14644 -1.41417 -3.69809 -0.6097 0.2375 -0.0527 -1.63
C 5.04006 -0.10729 -5.71774 -1.2660 0.4057 0.2978 -2.12
C 0.75338 -1.53904 -4.08127 0.9923 -0.1363 0.9454 -1.42
H 0.64999 0.50933 -6.91755 -0.2826 -0.3290 -0.3229 0.55
H 0.03272 0.92479 -5.37170 -0.0893 0.0139 0.2287 0.43
H -0.80017 -0.36316 -6.18936 0.2637 -0.3142 -0.2713 0.35
H 0.41923 -2.77812 -6.43117 -0.3717 0.6612 -0.0718 0.41
H 1.34527 -1.51635 -7.43729 -0.2557 -0.4975 -0.2601 0.37
H 2.61118 -3.57186 -7.04891 0.2900 -0.1104 -0.2975 0.42
H 2.49432 -3.61244 -5.39866 -0.9023 0.3584 0.5342 0.34
H 4.16023 -2.07294 -7.11489 0.4659 1.0466 0.1325 0.40
H 4.41604 -2.99817 -5.67058 0.9164 0.5049 0.1037 0.25
H 5.05641 -2.00505 -3.59363 0.1678 0.2079 -0.1785 0.50
H 4.16321 -0.57170 -3.00667 0.3115 0.2352 -0.1870 0.37
H 3.33842 -2.02461 -3.29489 -0.0639 -0.2306 -0.2749 0.21
H 5.94391 -0.66746 -5.95728 0.0047 -0.1898 0.7300 0.35
H 4.74305 0.28212 -6.69151 -0.2502 0.2558 0.0181 0.53
H 5.17777 0.71665 -5.01756 0.5851 0.0737 -0.1918 0.37
H 1.35996 -2.39069 -3.77331 0.1875 -0.2193 -0.2957 0.17
H -0.25873 -1.93947 -4.02327 -0.2501 0.5510 -0.3771 0.57
H 0.96861 -0.83527 -3.27724 -0.5514 0.3051 0.0951 -0.12
H 2.71470 1.61034 -5.27578 -0.0688 0.2180 -0.0123 0.29
C 2.17133 2.66572 0.16390 1.0675 0.4402 1.6814 -1.86
C 0.78391 2.20356 0.46435 -2.2487 -0.8855 -2.3646 3.65
C 0.37577 1.22216 -0.74045 0.8337 -0.5558 0.6532 -2.07
C -0.76151 0.28932 -0.42365 -1.0874 -0.5221 0.8759 0.58
C -0.69971 -0.38054 0.99963 -0.0817 2.0425 -0.3744 -1.39
C -0.51771 0.72400 2.17572 -1.5737 -1.0029 -1.6607 1.63
N 0.64426 1.56150 1.80352 0.7387 -2.0581 -1.6988 0.37
O 1.06364 2.39092 2.81926 -0.0236 0.5559 0.4354 1.14
C -1.81812 1.60866 2.31114 -0.0124 -0.6663 -0.3514 -1.00
C -0.35624 -0.08541 3.46527 1.5980 0.8067 0.1063 -1.56
C -0.16174 3.40083 0.22613 -0.5784 0.4004 0.8153 -2.24
H 2.40593 3.44424 0.88981 0.1271 0.3088 0.0044 -0.08
H 2.29786 3.12243 -0.81769 -0.1655 -0.4601 -0.1077 0.34
H 2.89820 1.88710 0.39525 0.0660 -0.2092 -0.5037 0.23
H 0.12682 1.83450 -1.60715 -0.2058 0.3306 0.1534 0.30
H 1.16726 0.60781 -1.16966 0.8066 0.0731 0.6938 0.13
H -0.83040 -0.55773 -1.10619 0.2627 0.0851 -0.4223 0.68
H -1.66405 0.86778 -0.62091 -0.5359 -0.2168 0.6122 -0.60
H 0.07697 -1.14198 0.92817 0.6777 0.3684 0.5541 -0.13
H -1.57976 -0.98952 1.20642 -0.4362 0.4213 -0.0304 0.48
H -2.40578 1.63370 1.39346 0.3532 0.2754 -0.2651 -0.36
H -2.55112 1.22088 3.01854 0.3207 -0.2321 0.3707 0.65
H -1.58112 2.62468 2.62679 -0.0489 0.1349 -0.0424 -0.02
H -1.13767 -0.82065 3.65730 -0.0769 0.1831 -0.3802 0.45
H 0.62437 -0.55877 3.41596 -0.0480 -0.4107 0.0574 -0.06
H -0.26492 0.57458 4.32793 -0.2531 0.0955 0.1774 0.09
H 0.15209 4.04592 -0.59453 0.4282 0.0202 0.1069 0.53
H -0.25262 3.98732 1.14039 0.2236 0.4197 -0.0007 0.33
H -1.19168 3.15801 -0.03532 -0.0299 -0.5508 0.0884 0.09
H 0.25276 2.80201 3.12761 -0.1179 0.7442 0.5123 -0.21
C 3.84840 6.16415 3.80739 -0.9023 0.1808 0.1559 -1.21
C 2.77115 5.65779 2.79142 1.5610 -0.9084 0.6262 0.55
O 1.41801 5.75896 3.20036 0.2012 0.3240 -0.0643 -0.51
H 3.38498 6.95604 4.39582 0.2544 0.7437 -0.4330 0.33
H 4.72915 6.46858 3.24196 -0.0813 0.3738 0.1749 0.43
H 4.19937 5.54268 4.63121 -0.2821 -0.9103 -0.4429 0.27
H 2.93185 4.59201 2.62906 0.0040 -0.0422 -0.1647 -0.21
H 2.97743 6.17377 1.85370 -0.4113 0.0791 -0.0818 0.09
H 1.14982 6.66073 3.00931 -0.2747 0.0891 0.2043 0.25
C 3.90054 -1.96512 -0.23174 0.8658 -0.7992 0.0341 -0.82
C 4.06202 -3.50653 -0.17831 -1.1337 0.6146 -0.8229 -0.37
O 2.76018 -4.08431 -0.04154 1.0058 -0.5607 -0.3533 -0.45
H 3.84690 -1.56939 0.78246 0.4250 0.1980 -0.0981 0.44
H 3.00161 -1.59971 -0.72824 -0.0410 -0.5046 -0.2871 -0.04
H 4.77091 -1.64172 -0.80267 0.0519 0.7578 0.3412 0.42
H 4.76108 -3.81239 0.60006 -0.1493 0.1055 0.4555 0.25
H 4.51864 -3.90124 -1.08595 -0.2746 0.1154 -0.2994 0.41
H 2.50483 -3.70295 0.80164 -0.6971 -0.0269 0.3766 0.11
C -2.50330 6.32584 -0.44769 -1.3016 -2.9319 -1.6612 -0.83
C -1.90416 7.58949 -0.17825 1.1234 1.1113 2.0510 -0.10
O -1.62220 7.51622 1.26413 -0.5068 0.9267 -0.3368 -0.55
H -2.81085 6.30099 -1.49312 0.4108 -0.4120 -0.4811 0.31
H -3.47391 6.15771 0.01894 0.1429 0.3478 0.6630 0.53
H -1.86040 5.48949 -0.17331 -0.0423 -0.0730 -0.2934 -0.03
H -2.66513 8.30427 -0.49150 0.3728 0.9566 0.7024 0.28
H -0.95096 7.79163 -0.66676 -0.2077 -0.0691 -0.3421 0.13
H -0.68538 7.63879 1.43430 0.0398 0.1916 -0.3608 0.27
C -3.01678 2.86857 -2.89259 0.4593 -0.5681 -0.0999 -0.29
C -3.32889 2.20455 -4.21233 -1.7140 0.7297 -0.5093 -0.23
O -2.37126 2.46503 -5.21367 0.9627 -0.3986 0.1175 -0.54
H -2.09452 2.42638 -2.51575 0.2540 0.2457 0.0932 -0.29
H -3.76796 2.64131 -2.13616 -0.2196 0.0491 -0.1548 0.23
H -2.90735 3.94842 -2.99279 0.0476 -0.0789 -0.0176 0.33
H -4.22702 2.62445 -4.66528 -0.7086 0.2637 0.5985 0.39
H -3.58999 1.14982 -4.12591 0.5973 -0.3512 0.3318 0.11
H -2.69809 1.97189 -5.96971 0.3463 0.1056 -0.3105 0.32
C 4.01221 -4.24698 3.45405 1.5492 -1.5634 0.9892 -1.42
C 2.63880 -3.76479 3.44822 -0.8104 -0.3576 0.2370 0.17
O 2.43200 -3.00787 2.30282 -0.8415 1.6004 -0.2793 0.05
H 4.83172 -3.52927 3.49143 -0.3048 0.2857 -0.1452 0.30
H 4.15040 -4.94167 2.62555 0.1727 0.1749 -0.1752 0.30
H 4.08457 -4.86369 4.34989 0.4146 -0.1805 0.1945 0.43
H 2.36191 -3.16494 4.31518 0.0183 -0.2206 0.2566 0.49
H 1.99782 -4.64303 3.37102 -0.3267 0.0069 0.3320 -0.05
H 2.41386 -2.11073 2.64401 -0.0335 0.6036 -0.7012 -0.10
C -3.63320 -2.55198 -1.91223 0.9867 -0.0188 0.2953 -0.48
C -3.95173 -1.19729 -2.46982 -0.9822 -0.9704 -1.6457 -0.17
O -5.24959 -0.80003 -2.09493 -0.9890 0.7141 1.6056 -0.59
H -2.66870 -2.80872 -2.35033 0.2021 -0.2768 0.0685 0.18
H -4.33066 -3.34581 -2.17961 -0.1933 0.2620 0.0797 0.38
H -3.47062 -2.48815 -0.83631 -0.2278 -0.2140 0.1328 -0.07
H -4.04948 -1.33342 -3.54686 0.9151 0.3503 -0.3149 0.75
H -3.19502 -0.46722 -2.18261 -0.1348 0.1743 -0.0970 -0.31
H -5.89761 -0.65334 -2.78788 0.5549 -0.0867 -0.2387 0.28
C 1.41035 6.34952 -2.14381 -0.4018 -0.2012 -0.7768 -0.96
C 2.29994 6.56285 -0.95905 0.1526 -0.2941 0.5467 0.58
O 1.85172 7.70757 -0.16938 0.6531 -0.9262 -0.4871 -0.51
H 0.36580 6.50073 -1.87152 0.0349 0.2771 -0.0047 0.11
H 1.42327 5.33940 -2.55317 0.3760 -0.2528 0.2461 0.23
H 1.69108 6.97916 -2.98810 -0.2429 0.3243 0.1028 0.36
H 3.35053 6.64071 -1.23888 0.0664 0.5770 -0.2197 0.46
H 2.34109 5.65720 -0.35389 -0.5948 0.1461 0.5172 -0.49
H 2.47295 8.40658 -0.38629 -0.1374 0.2516 0.1521 0.27
C -6.63160 -0.04805 1.07701 0.5197 0.4748 0.8299 -1.20
C -5.38522 0.82299 0.98842 -0.9032 0.3108 0.1617 -0.24
O -4.33644 0.12859 0.41868 1.2096 -0.5994 -0.3347 0.04
H -6.27663 -0.86139 1.70992 -0.5716 -0.4595 -0.1495 0.27
H -7.02344 -0.39933 0.12246 0.1566 0.0340 0.0419 0.26
H -7.38444 0.51950 1.62403 -0.2794 -0.1857 -0.0733 0.39
H -5.07283 1.06655 2.00390 -0.0710 0.3092 0.0225 0.26
H -5.57774 1.73811 0.42842 -0.0844 0.3457 0.0361 0.33
H -4.70550 -0.29361 -0.36052 -0.0172 -0.1192 -0.4132 -0.06
C -2.16018 1.96818 7.29294 0.4463 0.9732 -0.3812 -0.09
O -2.46500 3.29193 7.76583 -0.4132 -0.5698 -0.2558 -0.51
H -1.66782 2.09377 6.32863 0.3432 0.0197 0.2249 -0.30
H -1.48027 1.55661 8.03889 -0.0742 -0.7565 -0.3849 0.30
H -3.01972 1.35383 7.02490 -0.2996 -0.0705 0.7066 0.30
H -2.78777 3.15655 8.65974 -0.1122 0.3210 0.0904 0.30
C 0.42984 3.68288 5.88057 0.1968 -0.3415 -0.1109 -0.02
O 1.77999 3.88800 5.46761 -0.6629 -0.1666 0.3122 -0.51
H -0.20619 3.26306 5.10126 0.0586 -0.1153 -0.4824 -0.34
H 0.42429 2.91953 6.65863 0.1620 0.3336 0.2025 0.28
H -0.09464 4.58406 6.19820 0.2709 0.1346 0.3199 0.29
H 1.74033 4.47748 4.71095 -0.0179 0.2671 -0.1601 0.21
C 3.89519 1.15458 4.27800 1.9135 0.9637 0.3281 -0.78
O 2.96539 0.44733 3.58161 -1.3373 -1.0733 -1.1573 -0.39
H 3.64527 1.21281 5.33737 0.3272 0.1437 0.1264 0.30
H 4.88342 0.74131 4.07618 0.1760 -0.5046 0.6227 0.31
H 4.02927 2.14598 3.84529 -0.3557 0.5006 0.3427 0.14
H 2.39571 1.12411 3.20872 -0.6788 -0.2865 -0.2120 0.17
```
Positions in Å, forces in eV/Å.

Values from the calculation:
- energy relative to the best compared isomer or geometry (same formula, charge and spin) (kcal per mole) = 73.0
- E_LUMO (eV) = 0.2734
- electronic energy (Ha) = -3040.049197
- net charge = 0
- HOMO level (eV) = -8.109